Below is a molecular structure, C38H45AsHfIN6O2, with properties calculated with ωB97M-V/def2-TZVPD.

```
! wB97M-V def2-TZVPD RIJCOSX def2/J DEFGRID3
* xyz 3 1
H -6.2764 -0.3152 1.5863
H 1.7720 -3.8146 1.1582
H 0.5007 -2.2326 5.7402
C -2.5856 3.3956 -3.2528
C -4.1387 -0.2671 1.5246
C -2.4884 4.4284 2.3877
C -0.7041 -3.8010 0.1039
C 2.4286 -1.8071 0.8206
N 0.4512 -2.9410 -0.2714
C 4.3074 -2.2333 -2.6201
H 3.0133 -1.8425 1.7407
H 3.9551 4.2328 -4.0287
H -2.8787 -2.0310 -1.6531
H 4.5897 -2.7740 -1.7134
C -0.1820 -0.2385 3.0896
H 0.5653 -1.7325 -3.5795
H -2.7791 5.4467 2.6079
N 5.2937 -0.0584 -2.3667
C 2.9357 -0.1216 -2.1511
C 5.2899 1.2672 -2.2569
H 5.2270 3.8376 -2.2572
H 1.7983 2.9919 -2.6286
H -0.9553 -3.5821 1.1395
H 1.5788 -0.0868 1.5283
C -5.4219 -2.1229 2.3629
C -1.0313 5.0319 -2.4549
C 1.3252 -2.8406 0.9357
N 0.4560 1.6288 -1.9092
H 1.9502 1.7008 4.8820
H 2.5837 0.1577 0.2751
H -0.6403 2.6250 0.2117
H -1.8967 -4.0450 -1.7069
H -2.7052 -1.8036 -0.0835
H -2.9119 1.2801 3.5655
C -3.0216 -2.2418 2.3159
H 3.7856 3.9136 -1.2600
C 0.5390 -1.3645 5.0957
C 4.1768 -0.7586 -2.3659
H -2.7879 -4.0573 -0.2085
H -1.3065 4.9638 0.6822
H -0.4162 -4.8542 0.0563
C 1.3112 -0.2685 5.4491
C -1.7890 1.8047 1.8042
H 5.1204 -2.3801 -3.3283
C -1.3171 2.8448 1.0199
C -0.1991 -1.3554 3.9190
C 0.4952 -3.5789 -2.7067
H -3.5382 3.6072 4.0689
As -1.2459 -0.0329 1.4300
H -0.7995 -2.2224 3.6903
H -4.2830 -3.8182 3.0258
H -0.9151 -2.3782 -3.5917
H -6.3770 -2.5674 2.6081
C 1.3551 0.8383 4.6121
H -2.1252 -2.8182 2.4973
H 0.6317 1.7426 2.8167
C -2.9264 3.3909 3.2033
O 3.4159 4.1123 -3.2400
H 1.4797 -4.6120 -1.1142
H -4.1118 0.7271 1.0976
N 1.8439 -0.4554 0.6145
C 0.6165 0.8541 3.4391
C -4.2480 -2.8220 2.6047
C 4.1258 2.0090 -2.2040
C 2.9126 1.2814 -2.1260
H 6.2650 1.7412 -2.2515
H 1.8698 -0.2730 6.3752
C 4.1846 3.5248 -2.2000
N -0.0998 -2.2412 -3.0030
C 1.2277 -3.5789 -1.3719
C -0.4889 2.6789 -2.2268
C -2.2249 4.7231 -3.0909
H 3.3963 -2.6576 -3.0402
C -5.3638 -0.8547 1.8021
H -0.2900 -4.3276 -2.7114
N -2.1957 -2.1287 -0.9073
C -1.9566 -3.5780 -0.7291
H 3.1102 -2.0271 0.0005
C -0.1853 4.0290 -2.0172
C -1.6701 4.1571 1.3033
I -2.2818 0.3875 -3.0138
O 1.7971 -0.8151 -2.0450
C -1.7174 2.4173 -2.8079
H 0.7206 4.2996 -1.4884
Hf 0.0315 -0.6898 -1.0951
C -2.5783 2.0825 2.9190
C -2.9503 -0.9421 1.8112
H -2.8827 5.5009 -3.4531
H -3.5241 3.1320 -3.7212
C 1.6735 2.0040 -2.1994
H -0.7499 6.0638 -2.2919
H 1.2064 -3.8781 -3.4771
H 2.1494 -3.0252 -1.4867
H 0.6997 -2.5620 1.7854
*
```

Output
LUMO level: -8.86 eV
Orbital gap: 7.44 eV